{
  "formula": "C42H84Br4O18",
  "method": "ωB97M-V/def2-TZVPD",
  "homo_ev": -9.596,
  "max_force_ev_per_a": 5.40,
  "homo_lumo_gap_ev": 10.0,
  "charge": 0,
  "e_above_lowest_ev": 3.064,
  "multiplicity": 1,
  "symbols": ["C", "C", "O", "C", "C", "O", "H", "H", "H", "H", "H", "H", "H", "H", "C", "C", "O", "C", "C", "O", "H", "H", "H", "H", "H", "H", "H", "H", "C", "C", "O", "C", "C", "O", "H", "H", "H", "H", "H", "H", "H", "H", "C", "C", "O", "C", "C", "O", "H", "H", "H", "H", "H", "H", "H", "H", "C", "C", "O", "C", "C", "O", "H", "H", "H", "H", "H", "H", "H", "H", "C", "C", "O", "C", "C", "O", "H", "H", "H", "H", "H", "H", "H", "H", "C", "C", "O", "C", "C", "O", "H", "H", "H", "H", "H", "H", "H", "H", "C", "C", "O", "C", "C", "O", "H", "H", "H", "H", "H", "H", "H", "H", "C", "C", "C", "O", "H", "H", "H", "H", "H", "H", "C", "C", "C", "O", "H", "H", "H", "H", "H", "H", "Br", "C", "C", "Br", "H", "H", "H", "H", "Br", "C", "C", "Br", "H", "H", "H", "H"],
  "xyz": [[-3.24127, -2.92761, 4.61543], [-3.80076, -1.57170, 4.71496], [-3.41451, -0.95934, 5.97110], [-3.43402, 0.32716, 6.14072], [-3.07014, 0.66071, 7.57328], [-3.69990, 1.17725, 5.27520], [-3.76884, -3.52415, 3.87117], [-3.38098, -3.35002, 5.61050], [-2.18172, -3.03085, 4.38136], [-3.39428, -1.13567, 3.80241], [-4.87616, -1.55501, 4.53796], [-3.88874, 0.36346, 8.22873], [-2.95867, 1.73686, 7.70585], [-2.12911, 0.18465, 7.84884], [4.11608, 2.90051, -1.00449], [3.86220, 2.36838, 0.39569], [4.58626, 3.05101, 1.37450], [4.23557, 4.27660, 1.80034], [5.07796, 4.65662, 2.97963], [3.31658, 4.95909, 1.37177], [3.40623, 2.53305, -1.74556], [5.13659, 2.63569, -1.28114], [4.18660, 3.98823, -1.00450], [2.78870, 2.44526, 0.56825], [4.24355, 1.34906, 0.45617], [6.03112, 5.03448, 2.60978], [5.21227, 3.99431, 3.83486], [4.64358, 5.52839, 3.46894], [-2.22774, -5.98782, -4.86355], [-3.19336, -5.67505, -3.66806], [-3.25997, -4.27887, -3.54989], [-3.54195, -3.68363, -2.41005], [-3.09158, -2.17270, -2.47301], [-3.85109, -4.22315, -1.38245], [-2.21103, -7.05740, -5.07291], [-1.23052, -5.72229, -4.51262], [-2.43447, -5.38744, -5.74949], [-4.17760, -6.02698, -3.97712], [-3.00931, -6.22514, -2.74522], [-2.07577, -2.07546, -2.85613], [-3.16263, -1.68331, -1.50163], [-3.80915, -1.63104, -3.08927], [1.41088, 2.02923, 9.42149], [1.22785, 0.83224, 8.42277], [0.87690, 1.45949, 7.21282], [0.51248, 0.63179, 6.16551], [-0.13115, 1.34760, 4.93856], [0.87342, -0.56848, 6.11842], [1.85052, 1.79788, 10.39169], [0.42261, 2.44913, 9.60887], [1.97854, 2.85430, 8.99125], [2.12919, 0.25294, 8.22254], [0.49535, 0.18103, 8.89971], [-0.68389, 2.23400, 5.24982], [-0.82562, 0.69421, 4.41046], [0.59210, 1.62653, 4.17226], [0.24944, 0.44844, -2.67899], [0.64117, 0.49366, -1.20505], [-0.56272, 0.92951, -0.58142], [-0.67108, 0.69535, 0.74387], [-1.96131, 1.28542, 1.27108], [0.22678, 0.06847, 1.42471], [0.97051, -0.11288, -3.27319], [0.15703, 1.45125, -3.09605], [-0.69409, -0.05793, -2.88256], [0.94015, -0.50843, -0.89758], [1.48417, 1.17459, -1.08775], [-2.66941, 0.48058, 1.46836], [-2.31604, 2.02661, 0.55490], [-1.79449, 1.75633, 2.23986], [0.45938, 4.48988, -1.09796], [-0.95080, 4.25772, -0.99073], [-1.55356, 5.29518, -1.80975], [-2.83981, 5.57276, -1.64976], [-3.39866, 6.30475, -2.87356], [-3.66809, 5.26617, -0.81114], [1.09638, 3.81027, -0.53188], [0.75014, 5.50638, -0.83283], [0.70301, 4.31142, -2.14528], [-1.40032, 3.31665, -1.30757], [-1.22940, 4.37446, 0.05659], [-2.73265, 6.82449, -3.56232], [-4.17524, 7.02937, -2.62875], [-3.96824, 5.54831, -3.41345], [6.30872, 0.67515, 4.58878], [6.05267, -0.84043, 4.53199], [4.88960, -1.24995, 3.95364], [4.53709, -0.93564, 2.69542], [3.16393, -1.50740, 2.35403], [5.21901, -0.26598, 1.88252], [5.50292, 1.16854, 5.13225], [6.24744, 1.21016, 3.64109], [7.13470, 0.94878, 5.24527], [6.77589, -1.39029, 3.92972], [6.23178, -1.33217, 5.48813], [2.43880, -0.69381, 2.37354], [2.91597, -2.17831, 3.17653], [3.19390, -2.10511, 1.44301], [3.44599, -0.21736, -4.71383], [4.91352, -0.01750, -5.24063], [5.27179, -1.20320, -6.02559], [4.67933, -1.37865, -7.24283], [5.33751, -2.54064, -7.95425], [3.51009, -1.06211, -7.50407], [3.38426, -1.24029, -4.34247], [2.64195, -0.12517, -5.44399], [3.26052, 0.37059, -3.81493], [5.08523, 0.84245, -5.88801], [5.57320, 0.14928, -4.38911], [4.61352, -3.07643, -8.56813], [5.82928, -3.20038, -7.23940], [6.06786, -2.31620, -8.73163], [-0.96100, -4.86492, 2.31759], [-1.19123, -3.78654, 1.28114], [-0.32639, -3.64521, 0.06248], [-2.12365, -3.04901, 1.48071], [-0.21141, -4.45347, 2.99356], [-0.56864, -5.77791, 1.86973], [-1.84449, -5.10920, 2.90738], [-0.60839, -2.74238, -0.47927], [-0.33259, -4.50516, -0.60727], [0.71056, -3.55129, 0.38497], [-4.26653, 1.17173, -6.27819], [-3.34678, 1.08967, -5.07596], [-3.11852, 2.36859, -4.23270], [-2.69277, 0.13485, -4.76338], [-5.32110, 1.20696, -6.00481], [-4.40353, 0.30066, -6.91894], [-4.15244, 2.08775, -6.85784], [-2.34686, 2.97680, -4.70465], [-2.87554, 2.19723, -3.18404], [-4.11326, 2.80291, -4.33240], [-7.20145, -1.88989, 2.12179], [-5.56214, -1.49366, 1.02259], [-5.82951, -0.14164, 0.24327], [-6.92667, -0.48894, -1.40738], [-5.29367, -2.31522, 0.35847], [-4.83418, -1.25723, 1.79865], [-4.89421, 0.28825, -0.11521], [-6.35615, 0.59436, 0.85077], [0.20761, -1.77242, -7.82914], [-0.08259, -1.78528, -5.92568], [0.73458, -2.88881, -5.26337], [0.32481, -3.08491, -3.34647], [-1.13214, -2.05089, -5.79928], [0.15646, -0.78220, -5.57240], [1.77021, -2.58380, -5.41353], [0.63769, -3.83455, -5.79656]]
}